(1)
Computed, not measured: C4H6N2O in the gas phase at a distorted geometry, with ωB97M-V/def2-TZVPD.

Each line ends with the Löwdin charge.
Atoms and positions in Å:
O 0.48 2.08 0.62  0.0837
H 1.97 -0.57 -1.52  0.0805
H -2.71 -1.01 0.04  0.1036
C -0.10 0.93 0.25  -0.3528
H -2.12 1.35 0.70  0.1559
N 1.88 -0.26 -0.56  0.0669
N -1.44 0.69 0.35  0.0964
C -1.70 -0.63 0.03  -0.1177
H -0.03 -1.99 0.28  0.1059
C -0.49 -1.21 -0.29  -0.0806
H 2.40 -0.93 0.01  0.0770
C 0.50 -0.19 -0.23  -0.3283
H 1.41 1.92 0.38  0.1095

Frontier orbital gap = 8.5834 eV
2S+1 = 1
Energy relative to the best compared isomer or geometry (same formula, charge and spin) = 48.6 kcal per mole
Charge = 0
Structure (SMILES) = Nc1cc[nH]c1O
HOMO level = -7.654 eV
Strongest force on any atom = 2.4 eV/Å

(2)
Computed, not measured: 3 unconnected molecules or ions with the total composition C3H15N2O2S at a distorted geometry, with ωB97M-V/def2-TZVPD.

Each line ends with the Löwdin charge.
Atoms and positions in Å:
H -1.21 3.62 0.01  0.0831
H 0.43 -1.26 -0.25  0.1052
H -1.34 1.07 -0.30  0.1175
H 2.51 -1.28 -0.53  -0.1355
H -2.57 -0.65 2.21  0.0969
H -2.14 -1.54 0.85  0.0412
H 1.64 0.67 1.39  0.0872
C 0.11 -0.32 0.18  -0.3295
H -1.59 -0.41 -1.05  0.1254
H -0.37 0.66 -1.55  0.1570
H -0.57 0.72 1.88  0.1248
O -2.00 -2.63 -0.92  -0.0542
H 1.06 1.66 0.12  0.0509
N -0.92 0.29 -0.78  0.2165
C -0.60 -0.32 1.54  -0.2334
H -0.09 -0.98 2.26  0.1358
O -0.45 3.03 -0.14  -0.0568
S 2.67 0.02 -0.72  0.7745
H -1.17 -2.94 -1.30  0.0618
H -2.45 -3.46 -0.65  0.0860
C 1.36 0.63 0.33  -0.5358
N -1.98 -0.69 1.38  0.0039
H 0.21 3.63 -0.52  0.0774

Frontier orbital gap = 9.8312 eV
2S+1 = 1
Energy relative to the best compared isomer or geometry (same formula, charge and spin) = 11.7 kcal per mole
Charge = +1
HOMO level = -12.704 eV
Strongest force on any atom = 2.1 eV/Å